Entry 1:
This record from the Open Molecules 2025 dataset describes a structure of composition C17H22F5O2PSe2Te2Ti. The level of theory is ωB97M-V/def2-TZVPD.

Output
E_LUMO (spin up / spin down)	4.11 / 3.64	eV
net charge	-2
energy relative to the best compared isomer or geometry (same formula, charge and spin)	0.0	kcal per mole
2S+1	3
⟨S²⟩	2.01

Structure (XYZ):
```
52
C17H22F5O2PSe2Te2Ti | the Open Molecules 2025 dataset | ωB97M-V/def2-TZVPD
Ti 0.79 -3.28 -0.27
Se 0.00 -5.35 1.11
P -2.58 1.29 0.32
Se -2.78 3.33 -0.54
C -4.28 0.85 0.90
C -4.46 -0.06 1.94
C -5.72 -0.52 2.29
C -6.84 -0.08 1.58
C -6.67 0.83 0.55
C -5.41 1.29 0.22
C -1.81 1.51 1.99
C -2.18 2.52 2.86
C -1.62 2.62 4.12
C -0.66 1.69 4.53
C -0.27 0.68 3.66
C -0.84 0.59 2.39
H -3.60 -0.41 2.50
H -5.84 -1.22 3.10
H -7.83 -0.44 1.85
H -7.54 1.19 0.00
H -5.27 2.03 -0.57
H -2.92 3.25 2.53
H -1.92 3.41 4.80
H -0.21 1.76 5.51
H 0.48 -0.04 3.95
H -0.51 -0.20 1.73
C 2.90 2.08 -1.19
Te 0.76 2.28 -1.06
C 0.91 4.34 -0.55
H 3.36 2.30 -0.23
H 3.29 2.74 -1.96
H 3.11 1.05 -1.46
H 1.36 4.90 -1.36
H 1.51 4.44 0.35
H -0.11 4.67 -0.36
F 3.57 -2.26 2.41
Te 2.97 -1.47 0.75
F 4.78 -1.73 0.01
F 2.94 -3.39 0.20
F 2.27 -1.42 -1.17
F 0.93 -3.93 -1.97
O 1.14 -1.98 1.10
C -0.63 -1.36 -2.62
O -1.64 -1.72 -1.65
C -1.28 -2.42 -0.64
C -2.41 -2.62 0.30
H -0.40 -2.23 -3.22
H 0.27 -1.02 -2.11
H -1.06 -0.55 -3.21
H -3.29 -2.03 0.06
H -2.05 -2.41 1.31
H -2.62 -3.70 0.31
```

Entry 2:
This record from the Open Molecules 2025 dataset describes a cluster of 2 separate species, C3H7N5 in total in a non-equilibrium geometry. The level of theory is ωB97M-V/def2-TZVPD.

Output
E_LUMO (spin up / spin down)	0.17 / -0.07	eV
net charge	0
energy relative to the best compared isomer or geometry (same formula, charge and spin)	94.8	kcal per mole

Structure (XYZ):
```
15
C3H7N5 | the Open Molecules 2025 dataset | ωB97M-V/def2-TZVPD
C -2.58 0.75 0.46
C -0.81 -0.19 -0.09
C 1.98 -0.79 0.50
N -1.24 0.92 0.46
N -2.99 -0.38 -0.06
N -1.83 -0.98 -0.43
N 1.70 1.04 -0.86
N 1.40 -0.23 -0.68
H -3.27 1.47 0.86
H 1.51 -1.74 0.71
H 3.05 -0.96 0.30
H 1.90 -0.13 1.38
H -1.82 -1.88 -0.87
H 1.76 1.65 -0.04
H 1.24 1.46 -1.66
```

Entry 3:
This record from the Open Molecules 2025 dataset describes a cluster of 2 separate species, H5N5O in total in a non-equilibrium geometry. The level of theory is ωB97M-V/def2-TZVPD.

Output
structure (SMILES)	N/N=N\N=O.N
E_LUMO (spin up / spin down)	0.02 / 0.02	eV
net charge	0
energy relative to the best compared isomer or geometry (same formula, charge and spin)	17.5	kcal per mole

Structure (XYZ):
```
11
H5N5O | the Open Molecules 2025 dataset | ωB97M-V/def2-TZVPD
N 0.34 1.72 0.31
N -0.59 -0.82 1.34
N -0.02 -0.51 -1.90
O 0.86 2.06 1.35
N 0.77 1.17 -0.67
N 0.53 0.73 -1.79
H 0.12 -0.39 1.92
H -1.40 -0.21 1.37
H -0.85 -1.69 1.80
H 0.36 -1.02 -2.68
H -0.12 -1.03 -1.03
```

Entry 4:
This record from the Open Molecules 2025 dataset describes a structure of composition CHCl4Mg in a non-equilibrium geometry. The level of theory is ωB97M-V/def2-TZVPD.

Output
E_LUMO	-8.35	eV
net charge	+1
energy relative to the best compared isomer or geometry (same formula, charge and spin)	0.0	kcal per mole

Structure (XYZ):
```
7
CHCl4Mg | the Open Molecules 2025 dataset | ωB97M-V/def2-TZVPD
Mg -0.64 -4.09 0.47
Cl 0.51 -2.26 1.10
C 0.08 1.18 -0.27
Cl -0.72 0.52 -1.70
Cl -1.09 1.90 0.91
Cl 1.31 2.38 -0.79
H 0.54 0.37 0.29
```

Entry 5:
This record from the Open Molecules 2025 dataset describes a cluster of 2 separate species, C3H7NOS in total in a non-equilibrium geometry. The level of theory is ωB97M-V/def2-TZVPD.

Output
E_LUMO	-4.48	eV
net charge	0
energy relative to the best compared isomer or geometry (same formula, charge and spin)	136.8	kcal per mole

Structure (XYZ):
```
13
C3H7NOS | the Open Molecules 2025 dataset | ωB97M-V/def2-TZVPD
O 1.23 0.93 0.35
C 1.80 1.23 -0.73
N 1.33 1.22 -1.95
C -0.92 -0.75 1.45
C -0.89 -0.93 -0.07
S -1.84 0.32 -0.84
H 2.86 1.52 -0.67
H 0.31 1.24 -2.01
H -1.94 -0.96 1.77
H -0.70 0.30 1.56
H -1.15 -1.91 -0.46
H 0.15 -0.85 -0.42
H -0.24 -1.37 2.03
```

Entry 6:
This record from the Open Molecules 2025 dataset describes an isolated molecule of C6H6OS in a non-equilibrium geometry. The level of theory is ωB97M-V/def2-TZVPD.

Output
structure (SMILES)	C#C[C@@H]1[C@H]2OCS[C@H]12
E_LUMO	0.79	eV
net charge	0
energy relative to the best compared isomer or geometry (same formula, charge and spin)	115.9	kcal per mole

Structure (XYZ):
```
14
C6H6OS | the Open Molecules 2025 dataset | ωB97M-V/def2-TZVPD
C -3.44 -0.34 -0.59
C -2.48 0.01 0.00
C -1.25 0.44 0.70
C 0.07 -0.38 0.84
C 2.12 0.48 -0.47
C -0.10 0.80 -0.18
H -4.29 -0.63 -1.17
H -1.43 0.87 1.69
H 0.44 0.09 1.73
H 2.25 0.55 -1.56
H 3.09 0.69 0.00
H -0.36 0.39 -1.19
O 1.13 1.50 -0.08
S 1.36 -1.25 -0.05
```